(1)
This record from the Open Molecules 2025 dataset describes C24H68FeN2O21P as an isolated structure. The level of theory is the ωB97M-V functional and the def2-TZVPD basis.

The geometry in XYZ format:
```
117
Properties=species:S:1:pos:R:3:forces:R:3:lowdin_charge:R:1
Fe -8.116433 -29.535757 0.171261 0.02 -1.90 -1.43 0.7654
P -8.326691 -28.572708 2.285655 0.60 -1.52 -0.91 0.1974
O -8.634583 -27.992512 3.647800 1.69 0.03 -1.11 -0.2915
O -9.527559 -28.707105 1.342456 -2.92 0.68 0.18 -0.3458
O -7.780042 -30.051082 2.127883 -0.23 0.08 2.30 -0.3542
O -7.349820 -27.930838 1.290584 1.48 1.94 0.67 -0.3374
C -9.453222 -31.439916 -2.937439 -0.02 0.12 1.07 -0.0181
C -10.102284 -31.264547 -1.496619 -0.18 -0.60 -1.39 -0.3434
C -11.216556 -32.284137 -1.304614 0.47 -0.01 0.36 -0.2070
O -10.596034 -33.546467 -1.476220 -0.37 -1.19 -0.29 -0.2108
C -11.305572 -34.689556 -0.928530 0.49 1.90 0.17 -0.0563
N -9.032232 -31.430408 -0.507277 0.04 -0.12 -0.32 0.0669
H -8.504762 -30.902798 -2.943240 -0.26 0.43 -0.36 0.0492
H -10.094810 -31.226102 -3.792279 -0.10 0.66 0.24 0.0753
H -9.158867 -32.469626 -3.140321 -0.13 -0.27 0.60 0.0659
H -10.580732 -30.303640 -1.307288 0.20 0.34 -0.51 0.1183
H -12.068411 -32.094770 -1.957756 0.05 -0.21 -0.65 0.1256
H -11.636237 -32.109523 -0.313920 0.16 -0.47 0.58 0.1155
H -10.665493 -35.570674 -0.883465 0.20 0.28 -0.19 0.0820
H -12.196987 -34.908940 -1.516190 -0.18 0.01 0.14 0.0812
H -11.511187 -34.325314 0.078027 -0.65 -0.78 0.28 0.0796
H -9.357256 -31.860948 0.346594 -0.54 0.19 0.79 0.0668
H -8.453827 -32.180201 -0.858495 0.74 0.15 -0.15 0.0710
C -10.643248 -31.494249 3.401830 1.70 0.29 -1.45 -0.1845
C -9.799395 -32.752191 3.120364 -0.37 0.95 -0.55 -0.2460
O -8.702344 -32.509321 2.281088 -0.01 -1.00 -0.44 -0.0935
O -10.926077 -30.799905 2.158573 -1.54 -2.01 0.90 -0.0933
H -10.022905 -30.833573 4.007461 -0.40 0.10 0.52 0.1078
H -11.525717 -31.880522 3.911860 -0.36 0.72 -0.06 0.1152
H -10.448019 -33.405735 2.537046 0.01 -0.57 0.32 0.1034
H -9.462959 -33.161977 4.072721 -0.25 -0.41 0.14 0.1140
H -8.226305 -31.718305 2.544330 0.14 0.74 0.15 0.0355
H -10.299065 -30.106079 1.941654 0.46 0.55 0.26 -0.0030
C -8.842933 -28.296584 -5.462001 1.13 -0.99 0.60 -0.2402
C -7.440807 -28.808437 -5.856714 0.04 0.54 -1.04 -0.2649
O -7.281244 -30.143030 -5.482394 -0.37 -0.96 0.95 -0.0628
O -9.146885 -27.045353 -6.047695 -0.20 -0.62 -0.02 -0.0426
H -8.884837 -28.295110 -4.372818 0.04 0.46 0.30 0.0859
H -9.540742 -29.105610 -5.677924 -0.36 0.49 -0.81 0.1238
H -6.644568 -28.194829 -5.435283 0.05 0.28 0.42 0.1077
H -7.299304 -28.717505 -6.933654 -0.32 0.16 -0.28 0.1174
H -6.671935 -30.644097 -6.029452 0.01 0.41 -0.15 0.0918
H -8.445255 -26.438365 -5.800942 0.02 0.15 0.08 0.0858
C -7.419695 -24.741502 1.417616 0.33 0.01 -0.75 -0.1860
C -8.918731 -24.695437 0.980576 0.89 -0.38 0.78 -0.2369
O -9.673865 -24.237266 2.087558 -0.23 1.19 -1.61 -0.0839
O -6.500406 -25.632956 0.697778 -1.29 2.32 0.52 -0.1057
H -7.533331 -24.956130 2.480217 0.69 -0.59 0.22 0.1041
H -6.959522 -23.753898 1.386268 -0.16 0.11 -0.17 0.1092
H -9.246216 -25.705717 0.735246 0.04 -0.17 -0.25 0.0821
H -9.066460 -24.037363 0.124292 -0.20 0.06 0.03 0.1120
H -9.450504 -24.729376 2.880990 -0.11 -0.35 0.61 0.0069
H -6.844981 -26.491044 0.955761 -0.06 -1.04 0.02 -0.0399
C -7.930303 -28.842149 6.805564 0.05 0.58 -0.70 -0.2400
C -6.744682 -27.932469 6.758572 0.84 0.95 0.78 -0.2661
O -6.863499 -26.898608 5.800022 0.04 0.03 0.17 -0.0558
O -7.975182 -29.569998 5.599074 0.26 -1.88 1.35 -0.0671
H -8.843205 -28.263555 6.946753 -0.19 0.28 -0.09 0.1114
H -7.854207 -29.456726 7.702561 0.09 -0.69 -0.35 0.1155
H -5.802976 -28.466624 6.632230 -0.02 -0.60 -0.50 0.1059
H -6.551804 -27.434996 7.709057 -0.50 0.24 0.29 0.1118
H -7.198721 -27.296164 4.993068 -0.10 0.01 -0.39 0.0290
H -8.114343 -29.040349 4.810584 -0.49 0.68 0.04 -0.0060
C -10.539770 -25.839439 5.158089 -0.22 0.20 1.39 -0.2494
C -11.510758 -26.687996 4.376923 0.68 0.66 0.75 -0.2338
O -10.987240 -27.982347 4.328191 -2.18 -0.83 0.50 -0.0659
O -9.478428 -25.430447 4.396239 1.64 1.22 -1.54 -0.0792
H -9.976926 -26.373516 5.923640 -1.18 -0.76 0.82 0.1159
H -10.992340 -24.977848 5.648955 -0.18 0.25 -0.24 0.1203
H -11.624515 -26.262874 3.379716 -0.16 0.14 -0.15 0.1129
H -12.445263 -26.572127 4.925908 -0.40 -0.94 -0.18 0.1174
H -10.201512 -28.000679 3.776913 0.14 0.11 0.01 -0.0072
H -9.021886 -26.252774 4.204013 0.65 -0.22 -0.31 0.0448
C -12.566825 -28.325756 0.615646 -0.49 -0.13 0.22 -0.2848
C -13.373596 -28.755745 1.814982 -1.84 0.22 -0.31 -0.1914
O -14.310770 -27.664339 2.158008 -0.04 -1.23 0.03 -0.0987
O -11.719340 -27.331791 1.023634 0.68 1.98 -0.20 -0.0835
H -13.235670 -27.862846 -0.109932 -0.45 -0.27 -0.14 0.1178
H -12.003200 -29.098783 0.093289 -0.15 -0.60 0.21 0.1002
H -12.873853 -29.156437 2.696914 0.67 0.68 -0.17 0.1006
H -14.018276 -29.579976 1.509788 -0.39 -0.02 -0.10 0.1068
H -13.928819 -26.783653 2.147888 0.80 -0.28 -0.08 0.0623
H -10.873105 -27.759323 1.174328 0.94 -0.15 0.49 0.0053
C -3.985588 -28.812275 2.684948 -0.47 1.70 1.77 -0.2157
C -4.939580 -29.495816 3.684216 0.50 -0.33 -0.74 -0.2485
O -5.550576 -30.633084 3.147988 1.46 -0.60 0.66 -0.0752
O -4.613138 -28.093886 1.620469 1.28 -1.18 -0.60 -0.0788
H -3.088689 -29.364780 2.404946 -0.62 -0.74 -0.79 0.1097
H -3.508489 -28.060002 3.313088 0.12 0.56 0.29 0.0986
H -5.676545 -28.800181 4.085558 -0.28 0.48 -0.44 0.0979
H -4.402457 -29.736471 4.601638 0.49 -0.40 -0.08 0.1120
H -6.392085 -30.355602 2.778573 -1.07 0.03 -0.47 -0.0251
H -5.553137 -27.961567 1.763599 -0.67 -0.03 0.32 0.0239
C -6.471519 -33.953585 -2.189685 -0.50 0.72 0.46 -0.0805
O -6.461606 -32.694834 -1.494607 0.66 -1.01 -0.47 -0.2130
C -5.178987 -32.080874 -1.463039 -1.14 0.59 1.50 -0.1981
C -5.250976 -30.964064 -0.405205 0.72 -0.10 -1.22 -0.1445
N -6.181398 -29.849307 -0.616904 -0.24 -0.19 -0.54 -0.0964
C -6.170585 -29.243181 -1.977297 1.08 -0.28 1.62 -0.1386
C -7.060823 -28.024589 -2.000545 -0.30 -1.26 -0.54 -0.1687
O -8.383487 -28.410107 -1.582067 0.12 0.85 0.06 -0.2596
C -9.214553 -27.226008 -1.600189 0.55 0.14 -0.24 -0.0227
H -5.698950 -34.644749 -1.852770 0.31 0.18 0.10 0.0835
H -6.389805 -33.780520 -3.262749 0.04 -0.13 -0.16 0.0847
H -7.428202 -34.417196 -1.948989 -0.07 0.07 -0.21 0.0847
H -4.884302 -31.712206 -2.445562 0.01 0.07 -0.19 0.1151
H -4.408830 -32.751154 -1.081366 0.06 -0.38 -0.18 0.1218
H -4.284466 -30.463113 -0.460225 0.68 -0.37 0.21 0.1231
H -5.387752 -31.308740 0.619783 -0.08 -0.33 -0.14 0.1279
H -5.678083 -29.237064 0.009153 -0.45 1.25 0.30 0.0807
H -6.380567 -30.024582 -2.707658 -0.24 0.30 -0.12 0.1077
H -5.155680 -28.857922 -2.075479 0.30 -0.01 -0.84 0.1336
H -7.120504 -27.733418 -3.049229 0.02 0.61 -0.03 0.1119
H -6.655983 -27.250285 -1.348885 -0.14 0.22 -0.03 0.1279
H -8.672734 -26.395833 -1.147029 0.09 -0.05 0.08 0.0795
H -10.141645 -27.339054 -1.038212 0.05 -0.44 -0.25 0.0925
H -9.331269 -27.004311 -2.661002 -0.60 0.24 0.01 0.0843
```
Forces are in eV/Å.

## Properties
E = -4249.931337 Ha
Orbital gap (spin up / spin down) = 0.2735 / 0.2626 Eh
2S+1 = 5
⟨S²⟩ = 6.0088
Total charge = -1
LUMO (spin up / spin down) = 1.657 / 1.656 eV
Max |F| = 0.05839 Eh/bohr

---

(2)
This record from the Open Molecules 2025 dataset describes a 7-piece molecular cluster, C24H68N6O7 overall. The level of theory is the ωB97M-V functional and the def2-TZVPD basis.

The geometry in XYZ format:
```
105
Properties=species:S:1:pos:R:3:forces:R:3:lowdin_charge:R:1
C 1.805978 -3.572780 -4.017799 0.25 -1.04 -0.77 -0.1175
O 2.134462 -4.079057 -2.757516 -0.40 0.64 1.37 -0.2074
C 1.150919 -3.693051 -1.771058 0.25 -0.81 -0.81 -0.2095
C 1.503324 -4.258861 -0.406558 -0.74 -1.10 0.44 -0.4031
C 1.327144 -5.825152 -0.398225 0.97 0.94 0.29 -0.0466
N 0.690873 -3.693616 0.687760 0.05 0.17 -0.60 0.0521
H 2.147251 -2.560587 -4.234828 0.25 0.13 0.29 0.0602
H 0.737184 -3.612150 -4.228137 -0.25 -0.07 0.11 0.0908
H 2.302009 -4.293895 -4.667450 -0.03 0.42 -0.58 0.0984
H 1.019437 -2.611236 -1.793193 0.03 0.26 0.30 0.1031
H 0.232492 -4.159810 -2.127024 -0.55 0.16 0.21 0.1249
H 2.557742 -4.064983 -0.209799 0.04 0.15 0.05 0.1260
H 0.366452 -6.221765 -0.069797 -0.38 0.52 -0.51 0.0714
H 1.997656 -6.224440 0.362738 0.28 -0.05 -0.14 0.0674
H 1.638892 -6.182287 -1.379739 -0.18 -0.34 0.10 0.0701
H -0.278977 -3.803621 0.428177 -0.48 -0.64 0.07 0.0646
H 0.726214 -2.684580 0.661279 0.62 0.60 0.23 0.0233
C -2.174260 2.295469 -4.738264 -0.74 -1.31 0.76 -0.0487
O -2.589825 1.298140 -3.718906 0.36 0.74 -0.70 -0.1942
C -1.742648 1.084706 -2.583354 1.30 1.00 -0.95 -0.2197
C -2.264971 0.033904 -1.659534 -2.37 -1.46 -0.22 -0.3866
C -2.398996 -1.410920 -2.248554 1.47 0.90 -0.13 -0.0402
N -3.664002 0.361523 -1.267971 0.17 0.61 0.27 0.0229
H -2.668735 1.995589 -5.662209 0.34 -0.53 -0.03 0.0795
H -1.091128 2.319758 -4.857987 -0.04 0.00 0.05 0.0768
H -2.597383 3.292676 -4.617270 0.24 0.13 0.95 0.0761
H -0.715772 0.844657 -2.859039 0.21 -0.54 -0.69 0.1022
H -1.550033 2.033430 -2.082434 -0.60 0.31 0.54 0.1184
H -1.613929 -0.091910 -0.794426 0.00 0.48 0.18 0.1205
H -1.359258 -1.693791 -2.412987 0.11 -0.48 -0.46 0.0524
H -2.941725 -1.439041 -3.193401 -0.05 0.06 0.12 0.0769
H -2.796823 -2.125231 -1.527722 -0.22 0.39 0.05 0.0645
H -3.706972 1.055567 -0.535470 0.25 0.28 0.30 0.0675
H -4.082714 0.839259 -2.053181 -0.22 -0.17 -0.38 0.0736
C 1.091274 3.136499 6.036392 0.07 1.32 0.72 -0.1377
O 0.998941 1.768335 5.895213 0.94 -1.20 -0.37 -0.1843
C 1.996289 1.267652 4.985748 -0.45 -0.40 -0.30 -0.1541
C 1.648648 -0.191980 4.603614 2.04 0.45 0.82 -0.4574
C 2.620839 -0.829629 3.667535 0.88 -0.82 -0.24 -0.0611
N 0.345784 -0.191920 4.060636 -1.83 0.54 0.19 0.0500
H 2.053937 3.521861 6.372367 0.63 -0.48 0.02 0.0862
H 0.435549 3.443449 6.851210 -0.46 0.01 -0.38 0.0955
H 0.909545 3.676044 5.106903 -0.49 0.03 -0.18 0.0788
H 1.925358 1.860475 4.073817 0.01 0.09 -0.23 0.0939
H 3.008733 1.392166 5.369881 0.02 -0.16 0.32 0.1330
H 1.594181 -0.791076 5.512584 0.67 0.06 0.43 0.1432
H 2.221687 -1.819107 3.444579 0.21 -0.28 0.11 0.0848
H 3.594234 -0.934519 4.146698 0.12 -0.16 -0.05 0.0813
H 2.771030 -0.402404 2.676055 -0.28 0.63 0.23 0.0621
H -0.131399 -0.983220 4.468373 -0.30 -0.43 -0.34 0.1009
H 0.038358 0.547605 4.676015 -1.80 0.58 -0.48 0.0720
C -8.131347 -0.692124 1.154821 1.28 0.43 0.68 -0.0899
O -6.952939 -0.796443 1.994078 -0.25 -0.02 -0.64 -0.1949
C -5.827264 -1.020389 1.139078 0.46 -0.05 0.46 -0.2080
C -4.508215 -1.202653 1.946955 1.09 1.27 -0.20 -0.3755
C -4.042135 0.052346 2.767174 -2.53 -0.55 0.05 -0.0520
N -3.374036 -1.410088 1.060376 0.13 -1.17 -1.26 0.0259
H -9.007339 -0.432688 1.749325 0.14 -0.55 0.22 0.0849
H -8.201038 -1.622389 0.591040 -0.52 0.06 -0.10 0.0850
H -7.983612 0.163349 0.495707 -0.01 -0.06 -0.45 0.0790
H -5.973345 -1.914759 0.533391 -0.05 -0.51 0.14 0.1183
H -5.779533 -0.250158 0.369294 0.32 0.59 0.19 0.1012
H -4.622103 -2.143348 2.485677 -0.12 0.35 0.71 0.1298
H -3.101534 -0.049758 3.308408 -0.18 -0.31 -0.02 0.0629
H -4.886966 0.298360 3.410485 0.30 0.35 0.64 0.0636
H -3.968982 0.883878 2.066237 0.19 0.00 -0.13 0.0662
H -3.389306 -0.756115 0.290846 -0.26 -0.15 -0.02 -0.0020
H -2.500905 -1.262502 1.546122 0.01 -0.10 0.15 0.0558
C 3.264924 4.748015 -1.445328 0.30 -0.32 -0.75 -0.0978
O 2.474553 3.687743 -0.959882 0.34 -0.35 0.76 -0.1891
C 1.650633 3.962117 0.138144 -2.26 0.04 -0.11 -0.2139
C 0.985190 2.676758 0.720811 -0.06 1.53 0.72 -0.3958
C -0.110665 3.065340 1.741529 -0.20 0.64 -1.13 -0.0411
N 1.972330 1.870768 1.422397 0.20 -0.09 -0.87 0.0478
H 3.914013 4.290331 -2.191861 0.16 -0.01 0.10 0.0899
H 3.894477 5.234249 -0.700118 -0.14 -0.05 0.30 0.0901
H 2.695531 5.494257 -1.999434 -0.39 0.19 0.26 0.0861
H 2.036681 4.573481 0.953806 1.05 -0.21 0.15 0.1269
H 0.814483 4.583957 -0.181652 -0.32 0.25 -0.46 0.1172
H 0.550976 2.106542 -0.100409 0.01 -0.10 -0.08 0.1302
H -0.806009 3.785299 1.309941 -0.10 0.01 -0.39 0.0728
H 0.313053 3.647923 2.559556 0.17 -0.51 0.42 0.0682
H -0.739500 2.225828 2.037997 0.50 -0.12 0.36 0.0751
H 2.695943 1.782963 0.723274 0.72 -0.44 0.12 0.0600
H 2.367463 2.452955 2.146993 0.12 -0.01 0.27 0.0788
C 2.567789 0.277086 -5.195098 0.77 0.06 -0.44 -0.1074
O 3.199112 0.456908 -3.932826 -0.53 -0.43 -0.69 -0.1675
C 2.372463 0.221185 -2.803341 0.36 -0.26 -0.88 -0.1986
C 3.187752 -0.311998 -1.632443 1.35 0.92 0.16 -0.4130
C 4.387039 0.647082 -1.291173 -1.82 -0.12 0.73 -0.0343
N 3.754408 -1.618026 -1.828994 -0.50 -1.17 -0.93 0.0723
H 2.239423 -0.724745 -5.471902 0.14 -0.58 0.73 0.0674
H 3.348145 0.499881 -5.922779 -0.13 0.27 -0.06 0.0897
H 1.684958 0.875827 -5.419177 0.00 0.66 0.49 0.0770
H 1.839112 1.149613 -2.599251 0.10 0.24 0.63 0.1162
H 1.590383 -0.487007 -3.077039 -0.13 -0.45 0.05 0.1014
H 2.438098 -0.366360 -0.843030 0.05 0.49 0.68 0.1176
H 4.985782 0.298801 -0.449568 -0.21 -0.33 0.09 0.0709
H 3.806896 1.502047 -0.943970 0.82 0.87 -0.18 0.0361
H 5.093742 0.858931 -2.093545 -0.57 -0.01 -0.25 0.0807
H 3.872768 -2.106011 -0.952655 0.40 0.34 0.44 0.0749
H 3.046021 -2.205474 -2.245152 0.12 -0.30 -0.54 0.0213
O 0.402771 -0.441620 1.190086 -0.66 -0.94 -1.31 -0.0877
H 0.922192 0.354070 1.074723 0.44 0.28 0.43 -0.0443
H 0.314810 -0.535382 2.138609 -0.04 0.29 0.80 -0.0255
```
Forces are in eV/Å.

## Properties
E = -1810.227980 Ha
Orbital gap = 0.3223 Eh
SMILES string = COC[C@H](C)N.COC[C@H](C)N.COC[C@H](C)N.COC[C@H](C)N.COC[C@H](C)N.COC[C@H](C)N.O
Total charge = 0
LUMO = 0.447 eV
Energy above the lowest of the compared OMol25 structures with the same formula, charge and spin = 2.9771 eV
Max |F| = 0.05432 Eh/bohr

---

Which value of total charge does entry 1 give? -1

---

Among the records above, which one has the highest total charge? C24H68N6O7

---

Which of these has the lowest E? C24H68FeN2O21P